Below is a 2-piece molecular cluster, C45H43N2OP overall, with properties calculated with ωB97M-V with the def2-TZVPD basis set.

CARTESIAN COORDINATES (ANGSTROEM)
C 3.74 6.06 -5.16
C 3.53 4.88 -4.27
C 4.58 4.40 -3.49
C 4.44 3.30 -2.67
C 5.59 2.78 -1.89
C 3.19 2.65 -2.60
N 3.02 1.48 -1.79
C 3.24 0.15 -2.21
C 3.35 -0.74 -1.19
N 3.24 -0.17 0.10
C 3.63 -0.78 1.33
C 2.74 -1.62 2.03
C 1.35 -1.81 1.51
C 3.16 -2.25 3.19
C 4.45 -2.09 3.68
C 4.89 -2.80 4.92
C 5.33 -1.27 2.98
C 4.95 -0.62 1.82
C 5.90 0.23 1.05
P 3.09 1.57 -0.05
C 2.12 3.12 -3.39
C 0.81 2.43 -3.34
C 2.31 4.23 -4.20
H 2.83 6.31 -5.71
H 4.04 6.94 -4.59
H 4.52 5.86 -5.90
H 5.54 4.89 -3.55
H 5.34 1.83 -1.41
H 6.46 2.59 -2.53
H 5.89 3.48 -1.11
H 3.32 -0.12 -3.25
H 3.53 -1.80 -1.32
H 0.77 -2.47 2.16
H 0.83 -0.86 1.45
H 1.37 -2.26 0.52
H 2.48 -2.89 3.72
H 5.93 -2.58 5.16
H 4.28 -2.51 5.77
H 4.80 -3.88 4.79
H 6.34 -1.15 3.34
H 6.90 0.20 1.48
H 5.97 -0.12 0.02
H 5.57 1.27 1.04
H 1.70 1.39 -0.05
H 0.09 2.88 -4.01
H 0.91 1.38 -3.62
H 0.39 2.46 -2.33
H 1.49 4.59 -4.80
O -3.88 -3.41 2.43
C -4.00 -2.32 1.90
C -4.47 -1.15 2.65
C -4.83 -1.30 4.07
C -6.02 -0.76 4.56
C -6.35 -0.88 5.89
C -5.49 -1.55 6.75
C -4.32 -2.10 6.28
C -4.00 -1.98 4.95
C -4.57 0.05 2.03
C -4.24 0.23 0.65
C -4.25 1.49 0.08
C -3.97 1.76 -1.32
C -4.53 1.00 -2.35
C -4.24 1.26 -3.67
C -3.38 2.29 -4.00
C -2.82 3.06 -3.00
C -3.12 2.82 -1.68
C -3.82 -0.92 -0.09
C -3.70 -2.14 0.48
C -3.27 -3.28 -0.35
C -3.85 -3.50 -1.60
C -3.44 -4.54 -2.39
C -2.44 -5.38 -1.96
C -1.85 -5.19 -0.72
C -2.27 -4.15 0.08
H -6.68 -0.26 3.88
H -7.27 -0.47 6.26
H -5.75 -1.64 7.79
H -3.66 -2.61 6.95
H -3.10 -2.43 4.56
H -4.90 0.90 2.60
H -4.41 2.33 0.73
H -5.22 0.21 -2.10
H -4.69 0.66 -4.45
H -3.15 2.48 -5.03
H -2.14 3.86 -3.26
H -2.68 3.41 -0.91
H -3.55 -0.80 -1.12
H -4.64 -2.84 -1.92
H -3.91 -4.70 -3.35
H -2.12 -6.20 -2.58
H -1.07 -5.86 -0.38
H -1.84 -4.00 1.06

Values from the calculation:
calculated total energy = -2266.6546 Eh
energy above the lowest of the compared OMol25 structures with the same formula, charge and spin = 0.0 kJ/mol
SMILES = Cc1cc(C)c(N2C=CN(c3c(C)cc(C)cc3C)P2)c(C)c1.O=C1C(c2ccccc2)=CC(=Cc2ccccc2)C=C1c1ccccc1
highest occupied orbital energy = -6.6 eV
gap between HOMO and LUMO = 0.207 Ha



Below is C31H42BN10O2S4Ti as an isolated structure, with properties calculated with ωB97M-V with the def2-TZVPD basis set.

CARTESIAN COORDINATES (ANGSTROEM)
Ti -0.53 0.43 -0.35
C 4.06 1.27 1.83
C 3.26 0.88 0.63
C 2.92 1.81 -0.34
C 2.20 1.44 -1.47
C 1.80 0.12 -1.64
C 2.14 -0.83 -0.67
C 2.86 -0.45 0.45
H 3.56 0.97 2.75
H 4.23 2.34 1.85
H 5.03 0.78 1.79
H 3.24 2.84 -0.23
H 2.00 2.18 -2.24
H 1.35 -0.21 -2.58
H 1.90 -1.88 -0.83
H 3.17 -1.18 1.19
C 3.77 -4.52 1.15
C 2.32 -4.76 1.60
C 2.27 -5.90 2.62
C 1.49 -5.12 0.37
N 1.83 -3.53 2.25
C 2.60 -2.82 3.15
C 1.95 -1.68 3.47
N 0.76 -1.66 2.79
B -0.13 -0.47 2.47
N 0.27 0.81 3.20
C 0.42 0.95 4.56
C 0.58 2.26 4.83
N 0.53 2.95 3.65
C 0.32 2.05 2.66
S 0.20 2.41 1.01
C 0.59 4.42 3.52
C 1.76 4.81 2.61
C 0.81 5.04 4.90
C -0.75 4.91 2.96
N -1.61 -0.76 2.79
C -2.02 -1.50 3.87
C -3.36 -1.66 3.77
N -3.78 -1.02 2.63
C -2.70 -0.47 2.05
S -2.72 0.61 0.71
C -5.15 -1.07 2.09
C -6.05 -1.89 3.02
C -5.08 -1.76 0.72
C -5.72 0.35 1.99
C 0.68 -2.82 2.07
S -0.70 -3.22 1.22
H 4.11 -5.36 0.56
H 4.45 -4.41 1.99
H 3.83 -3.62 0.53
H 2.61 -6.83 2.16
H 1.24 -6.05 2.96
H 2.90 -5.70 3.48
H 1.95 -5.96 -0.14
H 1.44 -4.29 -0.32
H 0.48 -5.40 0.65
H 3.54 -3.19 3.51
H 2.26 -0.88 4.11
H -0.02 -0.25 1.24
H 0.39 0.10 5.22
H 0.73 2.73 5.78
H 2.70 4.44 3.02
H 1.81 5.89 2.55
H 1.63 4.40 1.61
H 1.75 4.73 5.34
H -0.01 4.81 5.57
H 0.84 6.12 4.79
H -0.94 4.49 1.98
H -0.73 5.99 2.87
H -1.55 4.63 3.63
H -1.34 -1.88 4.60
H -4.03 -2.18 4.42
H -5.68 -2.91 3.12
H -7.04 -1.94 2.59
H -6.14 -1.43 4.00
H -4.57 -2.72 0.81
H -4.54 -1.16 -0.01
H -6.08 -1.94 0.35
H -5.71 0.83 2.96
H -6.74 0.31 1.63
H -5.14 0.96 1.30
O -0.78 -1.12 -0.93
N -1.81 -1.95 -1.04
C -1.74 -2.90 -1.91
C -2.85 -3.75 -2.11
N -3.73 -4.45 -2.32
C -0.55 -3.11 -2.66
N 0.49 -3.15 -3.15
O -2.63 0.04 -2.63
S -1.95 1.32 -2.84
N -0.95 1.59 -1.76

Values from the calculation:
calculated total energy = -4371.4946 Eh
energy above the lowest of the compared OMol25 structures with the same formula, charge and spin = 229.5 kJ/mol
charge = +1
highest occupied orbital energy = -9.9 eV
gap between HOMO and LUMO = 0.199 Ha



Below is C3H7NOSn as an isolated structure, with properties calculated with ωB97M-V with the def2-TZVPD basis set.

CARTESIAN COORDINATES (ANGSTROEM)
Sn -2.14 1.77 2.78
C 1.11 -1.65 0.57
C 0.32 -0.33 0.41
O -0.23 0.07 1.40
N 0.18 0.24 -0.86
C -0.79 1.31 -1.08
H 1.27 -1.74 1.64
H 2.09 -1.63 0.11
H 0.56 -2.50 0.16
H 0.62 -0.13 -1.69
H -1.67 1.16 -0.45
H -1.05 1.20 -2.13
H -0.28 2.25 -0.87

Values from the calculation:
calculated total energy = -462.5039 Eh
charge = +1
highest occupied orbital energy (alpha / beta) = -12.2 / -13.6 eV
gap between HOMO and LUMO (alpha / beta) = 0.219 / 0.277 Ha
spin multiplicity = 2



Below is C14H15ClF3GaN3O12S as an isolated structure, with properties calculated with ωB97M-V with the def2-TZVPD basis set.

CARTESIAN COORDINATES (ANGSTROEM)
Ga 0.00 -0.23 -0.27
O -2.97 -2.39 0.62
Cl -1.83 -1.70 1.11
O -1.70 -1.78 2.51
O -1.87 -0.26 0.67
O -0.59 -2.16 0.43
O 6.83 -0.09 -0.58
C 6.15 -0.39 -1.57
O 6.47 -0.62 -2.75
C 4.62 -0.46 -1.30
C 3.73 -0.80 -2.31
C 2.37 -0.80 -2.07
N 1.89 -0.49 -0.86
C 2.73 -0.18 0.14
C 4.10 -0.16 -0.04
C 2.07 0.20 1.45
O 2.73 0.50 2.41
O 0.77 0.18 1.40
H 4.13 -1.03 -3.29
H 1.65 -1.05 -2.84
H 4.76 0.10 0.77
C 1.79 3.55 -0.82
N 0.48 3.69 -1.43
C 0.13 4.99 -1.98
C -0.78 4.78 -3.17
C -2.02 4.04 -2.70
N -1.68 2.92 -1.83
C -2.80 2.07 -1.47
C -0.45 2.73 -1.30
O -0.14 1.69 -0.67
H 2.56 3.86 -1.53
H 1.96 2.52 -0.54
H 1.87 4.17 0.08
H 1.06 5.49 -2.28
H -0.35 5.62 -1.22
H -0.26 4.18 -3.92
H -1.07 5.72 -3.63
H -2.57 3.63 -3.55
H -2.69 4.71 -2.16
H -3.29 1.72 -2.38
H -3.52 2.64 -0.88
H -2.47 1.21 -0.90
F -1.79 0.41 -4.46
C -2.33 -0.75 -4.07
F -3.49 -0.48 -3.47
F -2.58 -1.48 -5.16
S -1.21 -1.68 -2.95
O -2.02 -2.70 -2.38
O -0.10 -2.04 -3.79
O -0.86 -0.57 -1.99

Values from the calculation:
calculated total energy = -4692.4357 Eh
energy above the lowest of the compared OMol25 structures with the same formula, charge and spin = 0.0 kJ/mol
charge = -1
highest occupied orbital energy = -5.7 eV
gap between HOMO and LUMO = 0.275 Ha



Below is C30H44AsF6N7O5 as an isolated structure, with properties calculated with ωB97M-V with the def2-TZVPD basis set.

CARTESIAN COORDINATES (ANGSTROEM)
N -0.56 0.76 -2.29
O -1.36 1.50 -2.78
O -0.90 -0.16 -1.62
O 0.61 0.87 -2.63
C -3.74 -2.75 -1.51
C -4.38 -1.36 -1.19
O -5.32 -1.18 -0.42
N -3.74 -0.13 -1.89
H -3.38 0.50 -1.19
H -2.89 -0.49 -2.30
C -4.76 0.50 -2.81
H -3.63 -3.08 -2.54
H -4.13 -3.61 -0.96
H -2.70 -2.63 -1.20
H -5.65 0.71 -2.22
H -5.08 -0.25 -3.52
H -4.37 1.37 -3.34
C -1.30 4.23 -4.67
C -0.66 3.41 -5.79
O -0.51 3.82 -6.90
N -0.27 1.94 -5.46
H 0.66 1.83 -5.84
H -0.31 1.77 -4.46
C -1.27 0.99 -6.09
H -0.64 4.33 -3.81
H -2.17 3.71 -4.26
H -1.62 5.22 -4.99
H -2.25 1.06 -5.62
H -0.80 0.05 -5.82
H -1.35 1.13 -7.16
C 1.19 -2.25 -3.18
N 1.84 -2.44 -1.86
C 1.49 -3.48 -1.05
C 1.97 -3.45 0.27
C 2.93 -2.49 0.69
C 3.28 -1.46 -0.22
C 2.70 -1.42 -1.54
C 3.50 -2.52 1.99
C 4.84 -2.44 2.28
C 5.29 -2.34 3.56
N 4.37 -2.52 4.63
C 3.08 -2.69 4.38
C 2.60 -2.73 3.07
C 4.84 -2.56 5.98
H 1.53 -1.37 -3.72
H 0.11 -2.20 -3.06
H 1.32 -3.19 -3.73
H 0.69 -4.16 -1.29
H 1.62 -4.09 1.07
H 4.02 -0.67 -0.09
H 2.85 -0.64 -2.27
H 5.55 -2.26 1.49
H 6.28 -2.08 3.88
H 2.50 -2.78 5.28
H 1.55 -2.80 2.83
H 4.03 -2.14 6.58
H 5.72 -1.93 6.10
H 5.00 -3.62 6.18
C -1.05 0.52 8.26
N -0.79 1.11 6.97
C -1.43 2.29 6.58
C -1.19 2.79 5.29
C -0.21 2.21 4.45
C 0.40 1.06 4.96
C 0.09 0.46 6.22
C 0.04 2.62 3.03
C 0.09 3.96 2.68
C 0.34 4.38 1.34
N 0.54 3.43 0.41
C 0.47 2.09 0.72
C 0.21 1.71 2.01
C 0.68 3.85 -0.95
H -0.78 -0.53 8.41
H -2.12 0.51 8.43
H -0.67 1.09 9.11
H -2.22 2.68 7.20
H -1.83 3.57 4.90
H 1.14 0.54 4.39
H 0.51 -0.49 6.52
H 0.00 4.69 3.47
H 0.45 5.40 1.03
H 0.52 1.40 -0.11
H 0.16 0.65 2.23
H 1.32 3.13 -1.46
H 1.31 4.73 -1.05
H -0.33 3.94 -1.36
As -2.00 -2.76 -5.22
F -1.93 -4.06 -6.42
F -0.29 -2.30 -5.61
F -2.06 -1.41 -4.03
F -3.70 -3.17 -4.83
F -1.35 -3.82 -3.97
F -2.53 -1.69 -6.57

Values from the calculation:
calculated total energy = -4762.5790 Eh
charge = +4
highest occupied orbital energy = -18.8 eV
gap between HOMO and LUMO = 0.262 Ha